19
Properties=species:S:1:pos:R:3:forces:R:3 method="wB97M-V/def2-TZVPD" homo_energy_ev=-8.248 lumo_energy_ev=0.45 de_lowest_kj_mol=128.1 smiles="C/C=C(/C)O.O.O" total_charge=0 orbital_gap_ev=8.696 e_tot_ha=-385.2730
H 1.03958 1.93425 -3.50046 -0.3 0.3 -0.7
C 1.98378 0.01460 0.50082 0.8 0.8 -0.1
H -3.76047 -1.20260 -3.19009 -0.1 0.1 0.3
H 2.40600 -0.98350 0.50460 -0.1 -0.2 -0.8
O 1.43209 1.97077 -2.64018 0.5 -0.3 1.2
H -2.40099 -1.88764 -2.91359 0.0 0.0 0.3
H 2.12543 0.65524 -0.38663 -0.3 -1.1 -0.6
C 0.02576 -0.90898 1.76554 0.9 0.7 0.7
H 0.41200 1.67291 0.10212 0.0 0.3 -0.3
H 1.58986 2.88285 -2.37537 -0.2 0.0 -0.5
H -0.96163 -0.19045 3.52911 -0.4 1.1 -0.3
H 0.63526 -1.75042 2.09746 -0.1 0.1 -0.4
O -0.09468 1.21281 0.76957 0.2 -0.5 0.2
H -1.60224 -1.60690 2.86257 -0.2 0.8 -0.4
C -1.21734 -0.59807 2.55368 0.2 -3.2 -0.6
C 0.58883 0.03227 1.00564 -0.1 0.1 0.4
H -1.88672 -0.18852 1.80182 -0.5 0.8 1.0
H 2.69201 0.56112 1.11845 -0.3 0.2 1.0
O -3.00654 -1.61973 -3.60505 0.1 -0.1 -0.6

***

19
Properties=species:S:1:pos:R:3:forces:R:3 method="wB97M-V/def2-TZVPD" homo_energy_ev="-13.926 / -13.917" lumo_energy_ev="-3.52 / -9.26" de_lowest_kj_mol=211.7 total_charge=+1 spin_multiplicity=2 orbital_gap_ev="10.404 / 4.655" e_tot_ha=-384.9149
H 0.82314 -1.87682 -1.03039 0.7 0.3 0.1
C -0.49964 0.09781 -0.57347 0.9 -0.1 2.1
O 1.24584 2.24459 1.00099 0.0 -0.2 -0.6
H 0.59498 0.06173 -0.50908 0.1 -0.5 -1.0
O 0.97458 -2.78066 -0.72618 -1.2 -0.4 -0.7
C -0.70375 1.57374 -0.11808 -0.5 -0.6 -1.0
H -0.98580 1.57780 0.93229 -0.1 0.3 0.0
C 0.56552 2.36920 -0.26944 0.8 1.0 1.0
H -0.06584 -0.90069 1.31608 -0.1 -0.1 0.2
H -0.91917 -0.22134 -1.52173 0.0 0.3 -0.3
H -1.73532 -0.47466 1.12683 -0.5 -0.6 -0.1
O -1.07158 -2.23234 0.17665 -0.3 0.7 0.1
C -0.87072 -0.87978 0.58192 0.7 0.7 -0.3
H 1.97392 2.87562 1.00932 0.0 -0.1 0.1
H 0.40760 3.43789 -0.44233 -0.5 -0.1 -0.1
H 1.22528 2.05057 -1.08291 -0.2 -0.3 -0.1
H 1.41656 -2.81324 0.12344 0.3 0.3 0.5
H -1.56537 -2.18498 -0.67026 0.1 -0.5 0.0
H -1.49634 2.01841 -0.70421 -0.3 0.1 0.0

***

21
Properties=species:S:1:pos:R:3:forces:R:3 method="wB97M-V/def2-TZVPD" homo_energy_ev="-3.891 / -9.631" lumo_energy_ev="0.73 / -3.26" total_charge=0 spin_multiplicity=3 orbital_gap_ev="4.620 / 6.372" e_tot_ha=-1072.7681
C -1.67098 -1.28410 -1.37175 4.3 -2.4 0.5
C -2.72506 1.72259 -0.14825 -2.5 1.8 -2.3
C 0.58269 -2.22989 1.37381 2.9 -0.3 0.9
H -3.16467 1.19809 -1.06851 0.3 0.2 1.2
H -2.27281 -0.80704 -2.04574 -2.1 0.4 -1.7
H 3.14768 0.32229 1.40415 -1.2 0.0 0.4
H 1.63108 1.97661 -0.34502 0.7 -1.3 1.0
H 1.85497 0.14532 -0.64050 0.5 1.7 -0.5
H -1.90082 2.24998 -0.57302 1.6 0.0 -0.1
O -0.70442 -1.71198 1.47994 -0.7 -0.5 0.9
H 3.37235 1.27277 -0.46516 -2.4 -0.4 0.9
H 0.88478 -2.05858 0.35796 0.8 0.2 -0.6
S -2.44898 0.74867 1.36008 -0.5 0.3 2.4
O 2.19578 0.50295 1.23966 1.7 1.3 0.1
H -3.38406 2.60148 0.13540 0.2 -1.3 0.0
O -0.63101 -0.22246 -1.04553 0.4 -0.5 0.9
H 0.73982 -3.37724 1.47251 -0.9 1.9 0.5
Si -1.34473 -0.76505 0.36427 -0.3 0.0 -2.1
H -1.00068 -2.20581 -1.78712 -2.1 1.9 0.8
C 2.25858 1.05682 -0.09473 0.6 -1.2 -2.0
H 1.29553 -1.59224 2.08075 -1.4 -1.8 -1.5

***

20
Properties=species:S:1:pos:R:3:forces:R:3 method="wB97M-V/def2-TZVPD" homo_energy_ev=-0.526 lumo_energy_ev=5.50 de_lowest_kj_mol=49.0 total_charge=-2 orbital_gap_ev=6.022 e_tot_ha=-460.4787
C 0.18047 0.28149 -1.36715 0.5 0.5 0.3
H -1.19529 -3.00944 0.60428 0.5 0.3 0.2
O 1.37838 5.64406 2.72565 0.0 -0.2 0.1
H 0.58811 -2.36561 -1.69224 0.3 0.3 0.0
H 0.35925 -0.59777 -3.08835 -0.2 0.1 0.1
H -0.08194 1.30748 -1.08018 -0.4 -0.3 0.1
H -1.11766 -2.32868 -2.07689 -0.1 -0.1 -0.2
C -0.71126 -3.39983 -0.31906 -1.6 -1.4 -0.7
H -1.64644 -0.54222 -0.75855 -0.5 -0.1 0.3
O -0.00046 0.24387 -2.77744 0.3 0.0 -0.4
H -0.31444 -0.80256 0.40196 -0.2 0.0 -0.2
C -0.60289 -0.80899 -0.66214 0.6 0.0 0.1
C -0.40595 -2.20810 -1.26808 -0.2 0.1 0.3
H 1.24864 0.23921 -1.08710 -0.1 -0.4 -0.3
O -1.57208 -4.33016 -0.89351 0.7 0.6 0.2
H 0.81242 4.58438 3.33397 0.0 -0.1 0.1
H 0.24733 -3.89857 -0.04994 0.2 0.4 0.3
H 0.84906 3.20415 4.37885 -0.1 0.4 -0.4
O 0.30118 3.64725 3.71313 0.1 -0.2 0.4
H 1.68355 5.14001 1.96280 0.0 0.2 -0.1

***

20
Properties=species:S:1:pos:R:3:forces:R:3 method="wB97M-V/def2-TZVPD" homo_energy_ev=-8.872 lumo_energy_ev=-3.39 de_lowest_kj_mol=592.2 total_charge=0 orbital_gap_ev=5.481 e_tot_ha=-460.3571
O -1.78275 1.42438 -1.32138 4.1 0.4 2.5
C 1.87139 1.13761 -0.09732 -4.5 0.8 1.8
H 2.46171 -0.33754 1.43284 0.7 0.6 -0.5
H 2.50935 1.32720 2.05007 0.3 0.4 -0.3
H 1.07036 0.28204 1.87937 -0.2 1.1 -0.8
H 0.86920 1.85235 -1.73869 -0.8 0.0 -1.0
C 1.98935 0.66160 1.37509 -0.8 -1.6 -0.8
H 1.02014 -0.62162 -0.32730 -1.2 -1.6 -0.1
H -0.12788 -1.80167 -0.27270 1.4 1.0 0.1
O -1.39344 -1.47845 1.19644 -0.4 0.2 -2.1
H -2.14480 -1.50974 1.76816 -0.7 -0.1 0.7
C 0.62526 1.44082 -0.79048 2.4 0.2 2.8
O -2.20462 -1.29871 -1.20051 0.2 0.1 1.0
H -1.96498 0.45070 -1.54565 -0.5 -0.9 0.3
C -0.72043 1.36644 -0.32558 -3.0 -1.2 -4.5
H -2.41751 -2.14111 -1.62189 0.0 0.4 -0.1
H -1.26895 1.07411 0.55521 1.1 -0.1 1.2
O 0.84016 -1.57602 -0.37589 0.1 -0.4 -0.2
H -1.94679 -1.56623 0.07757 0.8 0.9 0.4
H 2.71524 1.31386 -0.71735 0.9 -0.1 -0.1

***

20
Properties=species:S:1:pos:R:3:forces:R:3 method="wB97M-V/def2-TZVPD" homo_energy_ev=-8.197 lumo_energy_ev=-3.16 de_lowest_kj_mol=465.5 total_charge=0 orbital_gap_ev=5.040 e_tot_ha=-460.4054
H -0.35165 -1.59752 -1.16914 0.4 0.2 0.3
H -2.07232 -1.88726 0.51637 0.2 -0.4 0.1
H -3.71978 0.17290 0.53605 -0.5 -0.7 0.2
C -1.85669 -0.90985 0.13242 -0.4 2.5 -1.3
H 1.21244 0.43445 1.28914 0.2 -0.6 0.6
C -0.55434 0.43804 -1.48629 3.6 2.3 -2.0
H 1.36331 0.60995 -1.56968 2.8 -1.0 1.1
O 2.26188 -0.89740 1.01094 1.2 -1.0 0.8
O 3.06629 0.34660 -0.79425 -0.4 0.6 -1.0
H 3.66654 1.07331 -0.62158 0.0 0.2 -0.1
O 0.29600 0.69484 1.53873 -0.9 0.3 -0.7
H 2.87059 -0.23335 0.17933 -0.7 -0.4 -0.2
O 0.60529 0.65815 -2.17227 -4.4 -0.3 1.0
H 2.95538 -1.44528 1.45181 -1.1 0.7 -0.4
H -1.14119 1.32014 -1.55001 -1.1 0.5 0.0
C -2.65392 0.26720 0.65245 0.9 0.4 0.3
C -0.89090 -0.71104 -0.84223 -0.7 -3.3 1.1
H -2.41525 0.50359 1.72658 -0.2 -0.4 -0.9
H -2.42330 1.16595 0.07403 0.3 -0.1 0.3
H -0.21836 -0.00342 1.09760 0.9 0.5 0.8